Entry 1:
Density functional theory data (ωB97M-V/def2-TZVPD) for one molecule with the formula C5H8O in a non-equilibrium geometry.

max |F|	1.74	eV Å⁻¹
relative energy (zero: lowest compared OMol25 entry of this formula, charge and spin)	3.624	eV
net charge	0

Geometry as XYZ:
```
14
Properties=species:S:1:pos:R:3:forces:R:3:nbo_charge:R:1
H 1.63230 -0.39382 1.41998 -0.15 0.09 -0.15 0.21
H 1.61400 0.70046 0.01519 -0.14 -0.12 0.09 0.21
H -0.11910 2.00313 1.24825 -0.01 -0.16 0.01 0.20
C 0.52881 -1.18852 -1.38847 0.01 -0.15 0.85 0.22
O 0.06624 -0.48354 -2.41488 0.84 -1.06 0.36 -0.65
C 0.98770 0.10915 0.69328 0.18 0.05 0.10 -0.37
H 0.65096 -1.00541 -2.98817 -0.54 0.91 -1.37 0.52
H -2.10052 -0.01519 0.34039 0.13 0.09 -0.02 0.21
H -0.54341 0.55930 2.19906 0.04 0.06 -0.16 0.20
H -0.23335 -1.69865 0.46903 -0.02 0.19 0.01 0.23
C -0.22417 0.91516 1.21388 -0.05 0.17 0.14 -0.40
C -0.02914 -0.78079 -0.09440 -0.09 -0.14 0.01 -0.40
C -1.09125 0.31706 0.08552 -0.22 0.12 -0.05 -0.41
H -1.13908 0.96167 -0.79866 0.00 -0.06 0.18 0.21
```
Positions in Å, forces in eV/Å.

---

Entry 2:
Density functional theory data (ωB97M-V/def2-TZVPD) for one molecule with the formula C5H8O.

max |F|	0.49	eV Å⁻¹
relative energy (zero: lowest compared OMol25 entry of this formula, charge and spin)	0.998	eV
net charge	0

Geometry as XYZ:
```
14
Properties=species:S:1:pos:R:3:forces:R:3:nbo_charge:R:1
H -2.65393 0.70671 0.29339 0.03 -0.06 -0.01 0.24
C -1.90988 -0.09430 0.35375 -0.07 -0.04 0.05 -0.72
H -1.90776 -0.62098 -0.60633 0.05 0.11 0.14 0.22
C 0.30817 0.91401 -0.51907 0.04 0.08 0.04 -0.55
H -2.19430 -0.77782 1.15562 0.00 0.12 -0.08 0.24
H 2.36134 -1.82862 -0.00945 0.14 0.14 -0.24 0.20
C -0.56855 0.52672 0.66921 -0.02 0.06 0.30 0.61
C 2.00394 -0.80524 -0.00933 -0.07 0.02 -0.11 -0.37
O -0.15593 0.61975 1.80350 -0.28 0.18 -0.37 -0.55
H 2.44136 -0.12212 0.71655 -0.09 -0.17 -0.05 0.20
H -0.27186 1.27905 -1.37429 0.06 -0.15 0.17 0.22
C 1.00625 -0.39941 -0.78781 0.13 -0.21 0.15 -0.19
H 0.52753 -1.08380 -1.48711 0.15 0.08 0.06 0.20
H 1.01360 1.68606 -0.19863 -0.09 -0.16 -0.03 0.24
```
Positions in Å, forces in eV/Å.

---

Entry 3:
Density functional theory data (ωB97M-V/def2-TZVPD) for one molecule with the formula C5H8O.

max |F|	0.34	eV Å⁻¹
relative energy (zero: lowest compared OMol25 entry of this formula, charge and spin)	2.625	eV
net charge	0

Geometry as XYZ:
```
14
Properties=species:S:1:pos:R:3:forces:R:3:nbo_charge:R:1
H -1.57094 -0.98554 1.04103 0.15 -0.13 -0.08 0.22
C -0.39661 -0.19153 -0.59363 -0.01 0.25 0.02 -0.14
H 2.14079 0.79162 0.48585 -0.12 0.06 0.13 0.18
C 1.32312 1.28294 1.03155 0.14 -0.09 0.23 -0.25
H 1.72288 2.06173 1.68356 -0.06 -0.09 -0.12 0.19
O 0.45717 1.92128 0.11011 -0.06 0.02 -0.06 -0.51
C -0.10971 1.08165 -0.80333 -0.07 -0.29 -0.17 0.15
H 0.80785 0.52890 1.63667 0.05 0.19 -0.05 0.18
C -1.00573 -1.42791 -1.08613 -0.11 -0.08 -0.21 -0.42
H -0.34421 -2.13995 -1.57958 -0.15 0.18 0.02 0.22
H -0.30709 1.58645 -1.74720 0.13 -0.14 0.10 0.19
C -0.72222 -1.22341 0.39990 0.03 -0.05 0.21 -0.44
H 0.03439 -1.84777 0.87331 -0.05 0.15 -0.16 0.22
H -2.02970 -1.43847 -1.45211 0.11 0.02 0.12 0.21
```
Positions in Å, forces in eV/Å.

---

Entry 4:
Density functional theory data (ωB97M-V/def2-TZVPD) for C5H8O as an isolated structure.

max |F|	0.48	eV Å⁻¹
relative energy (zero: lowest compared OMol25 entry of this formula, charge and spin)	2.326	eV
net charge	0

Geometry as XYZ:
```
14
Properties=species:S:1:pos:R:3:forces:R:3:nbo_charge:R:1
C 0.64120 0.24233 1.30390 0.01 0.13 0.09 -0.41
H 0.65706 1.75166 -1.19428 -0.03 -0.05 0.00 0.18
H 1.93772 -1.14952 0.11605 -0.06 0.01 0.10 0.22
C -1.45825 -0.12013 -0.33072 -0.16 -0.28 0.34 -0.05
C 0.01949 -0.06277 -0.02188 0.09 0.02 0.06 -0.12
C 0.96071 -1.04266 0.57630 0.11 -0.18 -0.11 -0.42
O -1.33305 1.02741 -1.19206 -0.07 0.00 -0.02 -0.53
H -2.09651 0.03526 0.53838 -0.35 0.06 -0.18 0.18
H 0.55298 -1.96276 0.98799 0.04 0.14 -0.12 0.22
H 1.40418 1.01676 1.33609 -0.11 -0.14 -0.05 0.21
C 0.08978 0.81956 -1.24960 0.44 0.09 -0.17 -0.04
H -1.77374 -0.99254 -0.92528 0.05 0.08 0.30 0.17
H 0.36186 0.25529 -2.15148 0.02 0.13 -0.01 0.17
H 0.03656 0.18211 2.20657 0.02 -0.03 -0.22 0.21
```
Positions in Å, forces in eV/Å.

---

Entry 5:
Density functional theory data (ωB97M-V/def2-TZVPD) for a 3-piece molecular cluster, C5H8O overall in a non-equilibrium geometry.

max |F|	1.04	eV Å⁻¹
relative energy (zero: lowest compared OMol25 entry of this formula, charge and spin)	6.519	eV
net charge	0

Geometry as XYZ:
```
14
Properties=species:S:1:pos:R:3:forces:R:3:nbo_charge:R:1
H 0.88069 1.63084 1.24002 0.20 -0.09 -0.01 0.16
H -0.93659 0.89861 -1.47910 0.06 -0.07 0.12 0.23
C -0.71562 0.24956 -0.63011 -0.14 -0.07 -0.06 -0.14
C 0.83127 0.34764 -0.45018 0.33 0.08 0.04 -0.50
C 1.70328 -0.31292 0.41166 0.22 -0.79 0.22 0.78
H 1.31001 1.16790 -0.98128 -0.06 -0.08 0.08 0.27
C -1.50328 -1.03639 -0.61499 0.02 -0.04 0.04 -0.62
H -2.56161 -0.81799 -0.43641 0.15 -0.03 -0.04 0.23
H -0.30133 0.16606 1.42407 0.08 0.05 -0.10 0.18
C -0.18201 0.88173 0.59452 -0.25 -0.05 0.04 -0.40
O 2.23624 -1.22460 0.90025 -0.45 0.87 -0.35 -0.43
H 1.80968 1.31473 1.41422 -0.10 0.02 -0.01 -0.20
H -1.15275 -1.70340 0.17897 -0.05 0.11 -0.10 0.22
H -1.41797 -1.56179 -1.57165 -0.02 0.09 0.12 0.22
```
Positions in Å, forces in eV/Å.

---

Entry 6:
Density functional theory data (ωB97M-V/def2-TZVPD) for one molecule with the formula C5H8O.

max |F|	0.55	eV Å⁻¹
relative energy (zero: lowest compared OMol25 entry of this formula, charge and spin)	2.608	eV
net charge	0

Geometry as XYZ:
```
14
Properties=species:S:1:pos:R:3:forces:R:3:nbo_charge:R:1
C 2.23872 -0.32694 0.07336 0.41 0.29 -0.24 -0.01
C -0.09047 -0.00678 -0.33609 0.16 0.14 -0.04 -0.04
H -0.02820 1.01304 0.07202 -0.06 -0.10 -0.03 0.17
H 0.84068 -1.91668 0.06297 0.02 0.11 0.00 0.24
C 3.19636 0.26129 -0.35892 -0.31 -0.27 0.21 -0.25
C 0.92277 -0.87853 0.39931 -0.01 -0.04 -0.03 -0.50
H -2.22763 1.04504 -1.26078 0.00 -0.15 0.11 0.17
H -2.36297 1.15435 0.51457 -0.02 -0.11 -0.15 0.17
H -3.33546 -0.04752 -0.38953 0.11 0.10 0.04 0.19
O -1.38287 -0.53299 -0.18683 0.00 -0.06 0.09 -0.54
C -2.36875 0.45818 -0.33962 -0.29 0.16 -0.03 -0.25
H 4.04231 0.77785 -0.75125 -0.03 -0.10 0.12 0.24
H 0.71458 -0.86646 1.47462 0.12 0.03 -0.15 0.24
H 0.19081 0.04891 -1.39798 -0.11 0.01 0.09 0.17
```
Positions in Å, forces in eV/Å.

---

Entry 7:
Density functional theory data (ωB97M-V/def2-TZVPD) for C5H8O as an isolated structure in a non-equilibrium geometry.

max |F|	3.25	eV Å⁻¹
relative energy (zero: lowest compared OMol25 entry of this formula, charge and spin)	3.378	eV
net charge	0

Geometry as XYZ:
```
14
Properties=species:S:1:pos:R:3:forces:R:3:nbo_charge:R:1
H 0.28209 -1.73021 1.79267 0.45 -0.69 0.70 0.21
C 0.18298 -1.55608 0.73761 0.71 0.65 1.20 -0.67
C -0.75997 -0.74790 -1.15038 -2.02 -0.88 -2.38 0.53
H -0.66998 -2.23021 0.45856 0.31 1.45 0.15 0.24
C 0.28207 0.09963 0.79865 -0.44 -1.85 -0.08 -0.41
C -0.05879 1.98623 -0.71233 0.07 0.06 -0.26 -0.40
H -0.99145 2.27590 -0.23047 0.37 0.10 0.23 0.19
H 1.19361 0.39844 1.36931 -0.60 -0.68 -0.23 0.23
O -1.90027 -0.74201 -1.12896 0.31 0.20 0.06 -0.54
H 1.03748 -1.99161 0.19681 -0.07 0.41 0.35 0.22
C 0.44927 0.76089 -0.53522 1.06 1.44 0.89 -0.24
H 0.44332 2.71743 -1.32862 -0.36 -0.08 -0.53 0.20
H 1.30616 0.41005 -1.10729 0.02 0.31 0.10 0.22
H -0.57194 0.55245 1.33238 0.20 -0.45 -0.21 0.22
```
Positions in Å, forces in eV/Å.

---

Entry 8:
Density functional theory data (ωB97M-V/def2-TZVPD) for C5H8O as an isolated structure in a non-equilibrium geometry.

max |F|	3.51	eV Å⁻¹
relative energy (zero: lowest compared OMol25 entry of this formula, charge and spin)	3.029	eV
net charge	0

Geometry as XYZ:
```
14
Properties=species:S:1:pos:R:3:forces:R:3:nbo_charge:R:1
H -0.73209 -2.07350 0.46070 0.24 0.32 0.04 0.22
H 0.97948 -0.44900 1.66827 -0.26 0.05 -0.28 0.23
C -1.37526 -0.09843 -0.34964 -0.06 0.13 -0.07 -0.41
C -0.51694 0.86764 0.50539 0.66 1.53 -1.20 -0.38
O 2.80365 -0.21890 -0.60565 -1.58 1.24 0.36 -0.51
C 1.79879 0.35035 -0.30416 -1.29 0.13 0.30 0.51
H -0.91813 1.50114 1.29808 -0.11 -0.50 0.11 0.23
H -2.38185 -0.33871 0.00988 0.26 0.15 0.04 0.21
C 0.53094 -0.19652 0.69900 1.63 0.52 -1.06 -0.34
H 0.18877 -1.61190 -0.98284 -0.21 0.01 0.10 0.21
H -1.45357 0.23747 -1.38865 -0.06 -0.19 0.12 0.21
H 0.05686 1.66462 -0.22529 -1.99 -1.08 1.49 0.16
H 1.20589 1.51512 -0.69029 2.63 -2.32 0.11 0.05
C -0.32846 -1.22062 -0.09963 0.14 0.01 -0.05 -0.40
```
Positions in Å, forces in eV/Å.

---

Entry 9:
Density functional theory data (ωB97M-V/def2-TZVPD) for one molecule with the formula C5H8O in a non-equilibrium geometry.

max |F|	2.76	eV Å⁻¹
relative energy (zero: lowest compared OMol25 entry of this formula, charge and spin)	4.982	eV
net charge	0

Geometry as XYZ:
```
14
Properties=species:S:1:pos:R:3:forces:R:3:nbo_charge:R:1
H 1.78381 -1.71384 -0.99180 0.02 0.25 0.03 0.20
H -3.17385 0.03175 0.19819 -0.12 0.24 0.12 0.50
C 0.52184 -0.59166 1.20089 2.51 0.52 0.57 -0.69
H 1.35032 -0.30805 -2.13659 0.15 -0.05 -0.05 0.20
H 1.54926 -0.07663 1.16878 -0.11 -1.31 2.43 0.28
C -1.44316 0.10034 -0.34704 -0.94 0.95 -0.68 0.29
H -0.23358 1.80313 0.42843 0.00 -0.26 -0.19 0.21
C 1.33994 -0.73227 -1.14231 0.03 0.13 -0.13 -0.46
H -0.11632 1.53686 -1.34282 -0.23 -0.08 -0.08 0.24
C 0.68027 -0.09563 -0.18302 -0.87 -0.60 -1.14 0.02
H 0.49377 -1.67280 1.37437 0.43 0.44 -0.11 0.24
H -0.04517 -0.02346 1.94046 -0.32 -0.08 -0.61 0.22
C -0.23861 1.04645 -0.37481 -0.40 -0.04 -0.32 -0.59
O -2.46853 0.69581 0.20728 -0.15 -0.12 0.17 -0.65
```
Positions in Å, forces in eV/Å.

---

Entry 10:
Density functional theory data (ωB97M-V/def2-TZVPD) for one molecule with the formula C5H8O.

max |F|	0.93	eV Å⁻¹
relative energy (zero: lowest compared OMol25 entry of this formula, charge and spin)	2.468	eV
net charge	0

Geometry as XYZ:
```
14
Properties=species:S:1:pos:R:3:forces:R:3:nbo_charge:R:1
C -1.89328 1.56608 0.41535 0.19 -0.20 -0.32 -0.22
H 0.61201 -2.07778 0.10640 -0.10 0.01 -0.18 0.22
H -1.14299 -1.79343 0.05296 0.19 0.04 -0.08 0.21
O 0.37567 0.03795 1.42263 0.02 -0.38 0.26 -0.70
H 1.34807 0.40467 -1.72917 -0.09 0.01 0.19 0.21
H -0.44963 -0.21540 1.86289 0.30 0.13 0.02 0.47
H 1.43062 1.61681 -0.42394 0.01 -0.19 -0.03 0.23
C 0.09981 -0.02025 0.01900 0.10 -0.05 -0.24 0.17
H -2.49172 2.16839 1.05582 -0.32 0.15 -0.39 0.24
H -0.18346 -1.65203 -1.43812 -0.02 0.13 0.18 0.22
C 1.34798 0.54849 -0.64439 0.07 0.01 -0.04 -0.61
C -1.08674 0.85722 -0.13433 -0.29 0.35 0.82 -0.04
H 2.20982 0.03561 -0.20823 -0.05 0.05 -0.15 0.22
C -0.17617 -1.47634 -0.35687 0.00 -0.07 -0.03 -0.62
```
Positions in Å, forces in eV/Å.

---

Entry 11:
Density functional theory data (ωB97M-V/def2-TZVPD) for one molecule with the formula C5H8O.

max |F|	0.42	eV Å⁻¹
relative energy (zero: lowest compared OMol25 entry of this formula, charge and spin)	4.986	eV
net charge	0

Geometry as XYZ:
```
14
Properties=species:S:1:pos:R:3:forces:R:3:nbo_charge:R:1
C -1.36586 -0.75816 -0.14833 -0.05 -0.02 -0.25 -0.60
C 1.88044 0.43855 -0.06459 -0.10 -0.03 0.10 -0.39
H -0.21126 2.20371 -0.45166 -0.09 -0.09 -0.13 0.47
H -2.38042 -0.44801 -0.42470 0.10 -0.07 0.10 0.24
O -0.67789 1.40289 -0.72569 0.08 0.23 0.02 -0.71
C 0.84294 0.18402 0.72714 0.16 0.04 -0.11 -0.22
C -0.58570 0.47737 0.34172 0.06 -0.21 0.18 0.05
H 2.90106 0.22136 0.23580 -0.16 0.01 0.01 0.21
H -1.11077 0.87118 1.22904 0.08 -0.03 -0.15 0.17
H -1.50157 -1.48354 0.69364 0.02 -0.06 -0.06 0.29
H 0.99631 -0.26041 1.71105 -0.03 0.03 -0.15 0.21
C -0.81330 -1.78439 -1.03458 0.03 0.17 0.39 0.00
H 1.73127 0.86729 -1.05300 0.04 -0.04 0.16 0.21
H 0.28288 -1.80221 -0.84839 -0.14 0.07 -0.10 0.09
```
Positions in Å, forces in eV/Å.

---

Entry 12:
Density functional theory data (ωB97M-V/def2-TZVPD) for one molecule with the formula C5H8O.

max |F|	0.85	eV Å⁻¹
relative energy (zero: lowest compared OMol25 entry of this formula, charge and spin)	5.379	eV
net charge	0

Geometry as XYZ:
```
14
Properties=species:S:1:pos:R:3:forces:R:3:nbo_charge:R:1
H 1.66809 1.33606 -0.15183 -0.15 0.00 -0.12 0.21
C -0.39011 0.55772 -0.42890 -0.14 0.21 -0.08 -0.26
H -1.33599 0.87187 -0.85669 0.14 0.09 -0.10 0.22
H -0.90602 0.85432 1.70161 -0.06 -0.01 -0.19 0.21
H 0.78725 2.02277 -1.59722 0.08 -0.10 0.01 0.22
H 1.13287 -1.00834 -0.90450 -0.15 0.20 0.00 0.21
H 0.24165 -0.35242 -2.35273 0.06 0.07 0.15 0.22
C 0.87477 1.21132 -0.88524 0.15 0.24 -0.06 -0.41
C -0.49966 0.13292 0.98973 0.08 0.44 -0.28 -0.08
C 0.55305 -0.18834 -1.32611 0.03 -0.11 -0.12 -0.41
O -1.38816 -1.04038 0.92366 0.70 0.01 0.47 -0.55
C -0.87284 -1.65400 1.99049 0.06 -0.61 0.20 0.15
H -0.45343 -2.60057 1.56092 -0.46 -0.51 0.19 0.06
H 0.51204 -0.15723 1.33202 -0.35 0.09 -0.08 0.19
```
Positions in Å, forces in eV/Å.